# 1
Computed, not measured: C4H4CuMgO5 as an isolated structure at a distorted geometry, with wB97M-V/def2-TZVPD.

Computed properties:
ΔE to the lowest compared entry with this formula, charge and spin = 71.0 kJ/mol
Frontier orbital gap (alpha / beta) = 5.478 / 6.414 eV
⟨S²⟩ = 0.7553
HOMO (alpha / beta) = -5.902 / -7.081 eV

```
! RIJCOSX wB97M-V def2-TZVPD def2/J DEFGRID3
* xyz 0 2
O -0.33564 0.85595 1.11259
C 0.38586 -0.07213 1.70361
C -1.45246 0.21328 0.34662
O 1.53876 0.09428 2.05297
O -0.17926 -1.26508 1.62657
C -1.45697 -1.18673 0.97178
H -1.42947 0.17505 -0.74776
H -2.31668 0.84388 0.57479
H -1.50717 -1.98872 0.22948
H -2.24185 -1.31544 1.72503
O 1.01127 -0.24662 -2.77102
C 1.52047 0.08077 -1.64381
O 2.06885 1.28555 -1.65068
Cu 2.93298 0.79179 0.24096
Mg 1.46132 1.73418 -3.77112
*
```

These are the natural (NBO) partial charges, in e, on atoms 1 to 5:
1 O -0.48
2 C 1.01
3 C -0.10
4 O -0.68
5 O -0.46


# 2
Computed, not measured: C3H5NS as an isolated structure at a distorted geometry, with wB97M-V/def2-TZVPD.

Computed properties:
ΔE to the lowest compared entry with this formula, charge and spin = 319.1 kJ/mol
Frontier orbital gap = 9.099 eV
HOMO = -9.339 eV

```
! RIJCOSX wB97M-V def2-TZVPD def2/J DEFGRID3
* xyz 0 1
C 0.11439 -0.73681 0.40932
C -0.71895 0.51059 0.34918
C -0.41843 1.69097 -0.61591
H 1.89624 -1.58584 -1.79311
H 1.20414 -0.64466 0.87479
H -0.39683 -1.34229 1.09433
H -1.67653 0.19187 0.40354
H -0.45951 1.27493 1.26775
N -0.01978 2.51247 -1.23081
S 0.47526 -1.87123 -0.75907
*
```

These are the natural (NBO) partial charges, in e, on atoms 1 to 5:
1 C -0.63
2 C -0.47
3 C 0.28
4 H 0.15
5 H 0.24


# 3
Computed, not measured: C2H7N2OS as an isolated structure at a distorted geometry, with wB97M-V/def2-TZVPD.

Computed properties:
ΔE to the lowest compared entry with this formula, charge and spin = 289.8 kJ/mol
Frontier orbital gap = 10.445 eV
HOMO = -14.333 eV

```
! RIJCOSX wB97M-V def2-TZVPD def2/J DEFGRID3
* xyz 1 1
C -1.05366 -0.44134 1.24018
C 1.93230 -0.13142 -2.07076
N -1.87741 0.05328 0.51923
N -0.82916 -1.01784 2.38598
O 0.61037 -0.48753 0.30039
S 1.16627 -1.33476 -0.85467
H 1.21054 0.10860 -2.98437
H 2.74163 -0.82377 -2.23190
H 2.38596 0.70608 -1.50028
H -2.20332 0.07563 -0.46594
H -0.03730 -1.57431 -1.46055
H -1.66160 -0.96649 3.06154
H 0.06036 -0.92908 2.73629
*
```

These are the natural (NBO) partial charges, in e, on atoms 1 to 5:
1 C 0.80
2 C -0.77
3 N -0.60
4 N -0.78
5 O -0.95


# 4
Computed, not measured: a 3-piece molecular cluster, CHCl2NO2S overall at a distorted geometry, with wB97M-V/def2-TZVPD.

Computed properties:
ΔE to the lowest compared entry with this formula, charge and spin = 7.9 kJ/mol
Frontier orbital gap = 10.658 eV
HOMO = -11.279 eV

```
! RIJCOSX wB97M-V def2-TZVPD def2/J DEFGRID3
* xyz 0 1
C 1.28839 2.16442 0.90857
N 1.90909 1.29006 1.27310
O -1.95833 -0.35524 -0.82531
O -2.15237 -2.72264 -0.25540
S -1.71130 -1.42071 0.11662
Cl 0.31341 3.29378 0.41571
Cl 0.95728 -1.76685 -0.78417
H 1.35384 -0.48284 -0.84911
*
```

These are the natural (NBO) partial charges, in e, on atoms 1 to 5:
1 C 0.12
2 N -0.32
3 O -0.86
4 O -0.85
5 S 1.67


# 5
Computed, not measured: C3H2HgO3 as an isolated structure at a distorted geometry, with wB97M-V/def2-TZVPD.

Computed properties:
ΔE to the lowest compared entry with this formula, charge and spin = 195.8 kJ/mol
Frontier orbital gap (alpha / beta) = 8.564 / 6.143 eV
⟨S²⟩ = 2.0113
HOMO (alpha / beta) = -7.977 / -8.284 eV

```
! RIJCOSX wB97M-V def2-TZVPD def2/J DEFGRID3
* xyz 0 3
O -0.50240 1.60985 -1.58061
C 0.19763 1.26006 -0.57881
C -0.06335 0.13472 0.19037
O -0.82010 -1.00493 -0.28954
Hg -1.74538 -0.13030 -2.12610
H 1.08291 1.85169 -0.27572
C 0.48564 -1.13367 0.51448
O 0.59406 -1.64262 1.75021
H 0.77100 -0.94481 2.39572
*
```

These are the natural (NBO) partial charges, in e, on atoms 1 to 5:
1 O -0.74
2 C 0.22
3 C -0.12
4 O -0.65
5 Hg 0.76


# 6
Computed, not measured: an isolated ion of composition C3H7N2 and charge +1 at a distorted geometry, with wB97M-V/def2-TZVPD.

Computed properties:
ΔE to the lowest compared entry with this formula, charge and spin = 170.4 kJ/mol
Frontier orbital gap (alpha / beta) = 7.173 / 8.898 eV
⟨S²⟩ = 2.0117
HOMO (alpha / beta) = -10.687 / -16.331 eV

```
! RIJCOSX wB97M-V def2-TZVPD def2/J DEFGRID3
* xyz 1 3
C 0.30491 0.16121 1.45022
C -0.98024 0.52364 0.94535
C -0.15781 -0.55653 0.21528
N 1.08022 0.14868 2.39580
N 0.30985 0.01519 -1.33410
H -1.87066 0.32059 1.42238
H -1.05854 1.48122 0.59495
H -0.26140 -1.62379 0.11886
H 2.00648 -0.35323 2.17073
H -0.09396 0.93169 -1.43591
H -0.29712 -0.61663 -1.80896
H 1.26235 -0.21584 -1.30486
*
```

These are the natural (NBO) partial charges, in e, on atoms 1 to 5:
1 C 0.06
2 C -0.38
3 C -0.06
4 N -0.30
5 N -0.75